The following is a quantum chemistry calculation of a molecular structure, C49H60Br9F3O21 at a distorted geometry, from OMol25.

The geometry in XYZ format:
```
142
Properties=species:S:1:pos:R:3:forces:R:3:lowdin_charge:R:1
C 3.097623 1.499790 -0.997002 0.7 0.5 0.8 -0.014
C 3.407735 2.351699 0.212776 0.8 -1.6 -0.3 -0.293
C 4.489522 1.708386 1.107184 -0.3 0.6 -0.2 -0.083
O 5.270305 2.852940 1.470679 0.7 0.1 -0.2 0.031
C 5.115946 3.813924 0.532481 0.2 1.0 1.2 -0.617
O 5.716425 4.853391 0.525231 0.0 -0.6 -0.3 0.136
O 4.117166 3.513214 -0.282086 -1.1 0.1 0.0 0.051
H 4.072291 1.285611 -1.434055 -0.2 -0.1 -0.4 0.107
H 2.486074 2.094346 -1.674444 0.0 -0.4 0.0 0.057
H 2.637724 0.584054 -0.630643 0.2 0.2 -0.6 0.074
H 2.523794 2.530045 0.826912 0.0 0.9 -0.2 0.110
H 5.075974 0.990183 0.532430 0.2 0.1 0.1 0.129
H 4.164276 1.231274 2.029158 -0.1 0.7 -0.4 0.100
C 4.586968 -5.016621 -1.049501 -0.6 -1.1 -1.4 -0.023
C 4.979310 -3.587971 -1.372621 0.4 -0.2 -1.7 -0.147
C 3.862611 -2.563138 -1.421454 0.5 2.4 -5.4 -0.197
O 4.389461 -1.455549 -0.703765 2.4 3.8 -5.8 0.036
C 5.439969 -1.870946 0.058642 0.2 4.1 -3.5 -0.513
O 5.901196 -1.277946 0.987372 5.0 4.3 -8.0 0.158
O 5.771219 -3.124402 -0.257972 7.4 1.8 -7.9 0.068
H 3.799833 -5.010142 -0.294271 -0.5 -0.6 -0.9 0.100
H 5.393173 -5.576451 -0.576189 0.4 -0.3 -0.8 0.118
H 4.261499 -5.543295 -1.945685 0.0 0.1 -0.1 0.111
H 5.595910 -3.460641 -2.267849 0.0 -0.4 0.3 0.180
H 2.918477 -2.990830 -1.067625 0.7 3.6 -4.4 0.054
H 3.652877 -2.226040 -2.437513 0.8 0.5 -0.5 0.142
C -3.848349 -3.126290 5.244961 0.1 -0.6 0.0 -0.015
C -3.501317 -2.766044 3.807091 0.1 -0.1 0.8 -0.268
C -4.601879 -1.943573 3.111650 0.3 -0.4 0.5 -0.082
O -3.880430 -0.818289 2.632382 0.1 0.4 -0.7 0.053
C -2.617374 -0.795920 3.109501 -0.5 -0.2 0.3 -0.535
O -1.882308 0.129901 2.897050 0.1 -0.7 2.1 0.074
O -2.355749 -1.881766 3.832259 -0.1 0.6 -0.2 0.108
H -4.068736 -2.237511 5.835440 -0.2 0.1 -0.2 0.092
H -3.058826 -3.656633 5.779956 0.3 0.1 -0.3 0.089
H -4.692875 -3.818621 5.277047 -0.2 0.2 -0.1 0.092
H -3.162154 -3.596790 3.186864 -0.3 -0.2 0.2 0.144
H -5.386491 -1.559913 3.769343 0.2 -0.2 0.2 0.140
H -5.072337 -2.535063 2.326789 0.2 0.3 -0.3 0.083
C -5.688062 5.645172 -0.663079 0.0 1.7 -0.7 -0.019
C -5.584555 4.284297 -1.296469 -0.4 0.6 0.3 -0.253
C -4.180429 3.700484 -1.522810 -0.6 -1.8 -0.6 -0.029
O -4.186240 2.479267 -0.716642 -0.3 0.3 0.2 0.013
C -5.408136 2.291199 -0.183154 0.5 0.4 0.2 -0.605
O -5.695444 1.357734 0.507115 -0.1 -0.4 -0.2 0.100
O -6.205970 3.340169 -0.399306 0.0 -0.6 -0.3 0.089
H -6.683984 5.954997 -0.337375 -0.2 -0.9 0.3 0.100
H -5.546037 6.449943 -1.394666 0.6 -0.3 -0.3 0.100
H -4.986047 5.785166 0.157683 -0.9 0.5 -1.3 0.049
H -6.140920 4.218439 -2.231909 0.0 0.2 0.1 0.152
H -3.282696 4.265558 -1.294958 -0.3 0.2 0.0 0.121
H -4.182776 3.267199 -2.523596 0.6 0.6 -0.3 0.135
C -0.714050 2.383743 -0.956945 -0.7 0.7 1.9 -0.003
C -0.453731 1.331371 0.100000 0.4 -0.5 -1.2 -0.252
C -1.580925 0.321787 0.362367 0.6 0.8 -1.0 -0.053
O -0.941940 -0.953056 0.184335 1.1 0.7 -0.3 0.030
C 0.343694 -0.799707 -0.160595 -0.8 0.8 -0.8 -0.546
O 1.126541 -1.692740 -0.295635 -1.0 -0.3 -1.3 0.131
O 0.621074 0.488599 -0.404405 -0.4 -0.6 0.5 0.042
H -0.956992 2.016306 -1.948488 0.2 -0.1 0.0 0.095
H 0.100465 3.102306 -0.866340 0.2 -0.1 -0.8 0.044
H -1.568497 2.930946 -0.534442 -0.1 0.0 -0.4 0.072
H -0.028185 1.791661 0.980350 -0.3 0.1 0.4 0.075
H -2.342121 0.427637 -0.396673 -0.3 0.0 -0.1 0.072
H -1.943070 0.398496 1.384841 -0.1 0.2 -1.4 0.065
C -3.285390 2.849381 3.956344 0.3 0.0 -0.2 -0.030
C -3.916877 2.937782 2.572369 -1.3 -1.0 1.2 -0.294
C -5.226813 3.754600 2.488442 0.2 -0.3 -0.1 -0.042
O -4.857499 4.902589 1.719652 0.8 -0.2 1.1 0.026
C -3.584685 4.778696 1.280150 0.2 -0.8 1.1 -0.594
O -3.021625 5.589526 0.621708 0.4 0.3 -0.2 0.138
O -3.038400 3.605576 1.677347 -0.1 0.4 -0.2 0.065
H -3.035549 3.870722 4.249824 0.3 -0.1 0.3 0.092
H -2.414954 2.198955 3.920004 0.3 0.5 -0.3 -0.004
H -3.847934 2.358196 4.752788 -0.8 0.3 -0.3 0.093
H -4.194960 1.944843 2.214106 0.7 0.0 -0.3 0.127
H -5.625777 4.050376 3.456681 0.1 0.2 0.0 0.141
H -5.982084 3.208888 1.922005 0.0 0.2 0.3 0.114
C -1.576156 -2.170929 -4.272555 0.7 0.7 0.6 -0.010
C -0.789076 -2.516288 -3.020739 -0.5 -0.5 0.4 -0.299
C -1.196989 -3.827856 -2.285018 -1.3 1.8 0.1 -0.081
O 0.006131 -4.525109 -2.069534 0.0 -0.3 0.1 0.104
C 1.045715 -3.766089 -2.468917 -1.6 0.1 -0.1 -0.501
O 2.173083 -3.968299 -2.168374 -0.7 -1.7 -1.5 0.141
O 0.601412 -2.743997 -3.229090 0.8 -0.2 -0.3 0.063
H -2.491156 -1.704269 -3.905766 -0.4 -0.6 -0.3 0.016
H -1.722108 -3.017598 -4.937323 -0.1 0.1 -0.1 0.094
H -1.079695 -1.326087 -4.757157 0.2 -0.3 -0.3 0.089
H -0.880145 -1.669511 -2.334372 0.1 -0.1 0.0 0.131
H -1.997712 -4.333151 -2.825928 0.6 -0.7 -0.2 0.135
H -1.652652 -3.520077 -1.340488 0.3 -0.4 0.1 0.093
F -2.162159 -2.604814 0.964849 -0.9 -0.9 0.5 -0.007
C -1.190579 -3.519384 1.166993 0.1 -0.7 1.4 -0.296
C -0.004113 -3.153875 1.748568 1.5 0.0 0.2 0.007
C 0.970835 -4.136459 2.010753 -0.3 -0.6 -0.2 -0.036
C 0.718719 -5.460414 1.689092 -0.8 -0.2 -0.3 -0.072
C -0.545502 -5.819757 1.208781 1.0 -0.4 0.3 -0.084
C -1.499016 -4.865003 1.021706 -1.2 0.5 -0.6 -0.056
H 0.289593 -2.125184 1.913738 -0.4 -0.2 0.3 0.120
H 1.940029 -3.942288 2.447193 -0.1 0.7 -0.1 0.107
H 1.439694 -6.260968 1.784814 0.3 0.3 0.3 0.103
H -0.759254 -6.861527 1.008314 -0.1 0.0 0.0 0.107
H -2.513792 -5.147687 0.760190 0.1 0.1 -0.2 0.095
F 4.271114 0.477250 -6.661711 -0.1 0.1 -0.4 0.061
C 3.249997 0.685424 -5.816892 -0.4 0.4 1.4 -0.272
C 2.674020 1.957083 -5.664756 0.8 -1.4 -0.6 -0.046
C 1.771964 2.113356 -4.638476 -0.7 0.8 0.5 -0.127
C 1.491686 1.119111 -3.707422 -0.3 -0.7 -0.9 -0.100
C 1.954900 -0.169493 -3.954199 0.4 0.9 0.3 -0.062
C 2.871055 -0.361816 -4.985456 -0.2 -0.5 -0.3 -0.004
H 2.987585 2.752773 -6.326083 -0.2 0.1 0.0 0.109
H 1.243822 3.058005 -4.568986 0.3 0.1 0.2 0.087
H 0.888934 1.269149 -2.823805 -0.2 0.3 -0.3 0.066
H 1.637875 -0.955579 -3.279963 0.4 0.0 -0.3 0.085
H 3.281175 -1.348948 -5.164086 0.1 0.0 0.0 0.116
F 6.663884 -3.717537 2.454165 0.9 -0.6 -0.1 0.076
C 5.620905 -3.045740 1.922829 -2.1 -3.0 6.5 -0.247
C 5.303060 -1.823655 2.460177 -1.2 -2.0 4.0 -0.079
C 4.153100 -1.163961 2.063652 -4.3 0.0 1.2 -0.082
C 3.353111 -1.699176 1.056036 -1.1 -0.1 4.8 -0.038
C 3.719400 -2.902059 0.480003 -4.5 -5.1 10.0 -0.201
C 4.869316 -3.578308 0.894292 -2.0 -2.7 5.8 -0.182
H 5.880896 -1.313188 3.219988 0.3 -0.5 0.0 0.158
H 3.927315 -0.219344 2.540528 -0.2 -0.7 0.0 0.087
H 2.389204 -1.272275 0.822108 1.1 0.2 0.2 0.099
H 3.093229 -3.406879 -0.246178 0.3 -1.8 6.2 0.071
H 5.134344 -4.511166 0.414854 -0.8 -0.6 3.9 0.103
C -5.324260 -1.504390 -0.569347 -0.4 -1.2 -0.6 -1.481
Br -4.269306 -0.774367 -2.015167 -0.2 0.0 0.4 0.687
Br -4.863602 -3.434763 -0.353495 -0.4 0.7 -0.2 0.601
Br -7.235787 -1.311273 -1.008073 1.0 -0.1 0.5 0.586
H -5.049961 -1.066473 0.381568 -0.2 0.5 -0.2 -0.051
C 3.255420 6.002791 -2.725111 -0.2 -0.3 -0.6 -1.543
Br 3.153796 7.672861 -3.703818 -0.2 -0.3 0.1 0.567
Br 4.116288 4.634565 -3.842802 0.0 0.7 0.7 0.595
Br 1.526581 5.297180 -2.164832 0.2 0.4 -0.1 0.581
H 3.782854 6.261055 -1.816547 0.4 -0.5 -0.1 -0.026
C 0.964607 4.369193 3.787254 0.4 -1.0 -0.9 -1.472
Br 0.269958 2.498675 3.571894 0.4 1.1 0.5 0.637
Br -0.187768 5.585647 2.830254 0.4 -0.2 0.2 0.627
Br 2.819117 4.328660 3.137959 -0.7 0.4 0.3 0.670
H 1.028106 4.648762 4.828769 -0.3 -0.2 0.0 -0.025
```
Positions in Å, forces in eV/Å.

Results
Total energy (a.u.): -26948.2131
Charge: 0
E_LUMO (eV): -0.65
Orbital gap (eV): 5.15